18
Properties=species:S:1:pos:R:3:forces:R:3:mulliken_charge:R:1 method="wB97M-V/def2-TZVPD" smiles=CCN1C[C@H]1CO e_above_lowest_ev=3.011 homo_ha=-0.3220
O -1.4420 1.6725 -1.3328 -0.032 -0.011 0.351 -0.509
N 0.1975 -0.6413 0.1603 -0.693 0.040 0.484 0.027
C 0.3337 -0.0281 -1.0939 -0.251 -0.451 -0.161 -0.037
C 0.3994 -1.6124 -0.8358 0.242 0.303 -0.435 -0.555
C -0.8666 0.4893 -1.8466 -0.022 -0.353 -0.195 -0.779
C 0.8579 -0.3610 1.3924 0.082 0.062 0.200 -0.368
C 0.0552 0.7457 2.0591 0.050 0.091 0.156 -1.113
H 1.9216 -0.0831 1.2925 -0.105 0.005 -0.117 0.322
H 0.8082 -1.2936 1.9654 0.116 0.216 0.116 0.314
H -0.9744 0.4038 2.2164 0.206 0.065 0.027 0.303
H 0.0187 1.6224 1.3999 0.063 -0.103 0.170 0.246
H -0.5593 0.7263 -2.8725 -0.055 -0.100 0.177 0.329
H -0.4008 -2.3781 -0.7713 0.109 0.744 -1.146 0.261
H -1.5827 -0.3389 -1.8911 -0.216 0.215 -0.021 0.304
H 0.4870 1.0405 3.0164 -0.028 0.053 -0.017 0.385
H 1.2224 0.6412 -1.2013 -0.087 -1.100 -0.287 0.302
H 1.3266 -2.0513 -1.1910 0.584 0.194 0.752 0.264
H -1.8025 1.4462 -0.4663 0.038 0.132 -0.055 0.306